Record 1
ORCA calculation (ωB97M-V/def2-TZVPD) on one molecule with the formula C9H16N2O at a distorted geometry.

Structure (XYZ):
```
28
Properties=species:S:1:pos:R:3:nbo_charge:R:1
O -1.778 0.735 -0.476 -0.4945
N 2.273 0.177 -0.347 -0.4823
N -2.548 -0.900 0.818 -0.4771
C -2.752 0.060 0.079 0.5473
C 0.387 1.183 0.739 -0.4347
C 1.561 1.371 -0.120 -0.2313
C -4.174 0.379 -0.507 -0.6738
C 3.534 -0.144 0.252 -0.4039
C -0.598 0.201 0.005 0.2339
C 0.088 -0.862 -0.964 -0.4422
C -1.068 -0.830 1.045 -0.2681
C 1.631 -1.108 -0.552 -0.1875
H -0.562 -1.749 -1.198 0.2258
H -0.859 -1.846 1.084 0.2178
H -0.922 -0.354 2.070 0.1826
H 0.037 -0.486 -1.920 0.2050
H -4.020 0.012 -1.570 0.2279
H 1.182 1.590 -1.049 0.1839
H 0.871 0.916 1.755 0.2199
H -4.601 1.403 -0.508 0.2312
H 2.094 2.319 0.032 0.2187
H 4.258 0.658 -0.202 0.2091
H 3.586 -0.183 1.487 0.1509
H 3.716 -1.221 0.007 0.2070
H -5.002 -0.223 0.080 0.2389
H 1.826 -1.593 0.521 0.1653
H -0.290 2.074 0.763 0.2330
H 2.128 -1.579 -1.324 0.1971
```

Output
- 2S+1 = 1
- LUMO (eV) = 0.8
- HOMO level (eV) = -8.0
- gap between HOMO and LUMO (eV) = 8.794
- energy relative to the best compared isomer or geometry (same formula, charge and spin) (kcal per mole) = 110.6



Record 2
ORCA calculation (ωB97M-V/def2-TZVPD) on a 26-piece molecular cluster, C73H193N33O33 overall at a distorted geometry.

Structure (XYZ):
```
332
Properties=species:S:1:pos:R:3:lowdin_charge:R:1
O 2.119 -0.080 -1.482 -0.1047
O -3.447 3.433 1.699 -0.0845
O 1.987 -3.386 4.973 -0.1363
O 5.366 1.225 3.208 0.0063
O 6.201 -4.651 0.751 0.0132
O -1.345 -1.065 -4.931 -0.1129
O 1.870 6.495 3.694 0.0047
O 1.434 0.111 -4.056 0.0298
O -4.280 -5.043 -4.970 -0.1160
O -4.464 4.083 4.174 -0.0486
O -7.737 3.274 -0.674 0.0315
O -4.526 -5.997 0.157 -0.0932
O 6.413 4.753 2.614 -0.0483
O 2.525 8.022 1.367 -0.0977
O 0.121 -8.108 0.763 -0.0430
O 0.847 -7.282 5.034 0.0243
O 4.444 -5.389 -3.903 0.0490
O -4.126 0.275 -1.029 -0.0427
O 0.240 -4.596 7.262 -0.0932
O 4.174 -1.989 4.627 -0.0572
O -2.671 3.303 -5.210 -0.0561
O 5.434 -0.469 -2.709 -0.0479
O -0.458 -4.739 -7.151 -0.0830
O 8.333 -0.499 0.932 -0.0119
O -3.403 -0.576 -6.692 -0.0479
O -3.108 -6.042 2.555 -0.1103
O 4.653 4.192 -1.777 -0.0260
O -2.933 -4.187 -2.576 -0.0442
O -5.662 -1.022 5.690 -0.0265
O -2.348 -0.555 6.477 -0.0973
O 0.245 2.060 5.425 -0.0839
O -2.068 -6.856 -3.706 -0.0930
O 1.880 -5.395 -5.399 -0.0877
N 3.340 -3.398 -3.878 0.1640
N 4.843 6.088 1.654 0.1895
N 5.364 -3.555 -2.822 0.1419
N -4.031 -3.098 -0.830 0.1971
N 4.552 3.764 1.630 0.1756
N 4.667 -3.769 3.224 0.1824
N 9.095 1.055 -0.631 0.1562
N 6.365 -2.477 0.170 0.1400
N 4.697 0.969 5.451 0.1319
N -5.221 1.372 -2.724 0.1845
N -1.213 -7.843 4.090 0.1590
N 7.550 1.664 0.934 0.1682
N 1.318 -8.047 0.060 -0.1071
N -0.439 -5.731 3.933 0.1526
N 3.563 0.371 -4.791 0.1910
N 4.837 -1.577 2.458 0.1982
N -3.075 -1.934 -2.611 0.1946
N -5.969 -1.688 4.465 -0.0982
N -4.237 2.620 -1.028 0.1888
N 1.785 1.272 -5.994 0.1727
N -7.480 1.084 0.008 0.1638
N 0.778 0.162 -0.971 -0.0274
N -2.295 4.679 -5.418 -0.0696
N 6.370 1.656 -2.900 0.1751
N 5.965 2.810 4.777 0.1580
N -9.466 2.136 0.288 0.1429
N 0.233 5.103 4.372 0.1789
N 3.722 3.561 -3.814 0.1708
N 4.413 5.734 -3.454 0.1781
N 8.074 -3.564 1.392 0.1772
N 4.535 1.246 -1.493 0.1806
N 1.093 8.327 1.098 -0.0009
N 2.232 4.236 3.945 0.1952
C -5.732 -3.200 2.090 -0.2047
C 0.700 5.905 0.484 -0.0027
C 0.813 1.472 -0.361 -0.4892
C -3.618 -6.221 -5.553 -0.2024
C -3.109 3.563 4.096 -0.2544
C 1.748 -5.695 1.066 0.0070
C 5.317 4.864 1.981 -0.6089
C 2.007 10.355 -0.167 -0.0316
C -2.217 7.372 -4.406 -0.1390
C -6.388 0.444 3.476 -0.0190
C -0.929 -0.788 0.337 -0.1344
C -2.604 3.977 2.813 -0.2139
C -4.246 5.010 -6.848 -0.0097
C 4.540 -2.387 3.479 -0.5685
C -5.616 -0.896 3.268 -0.4853
C 4.275 4.493 -2.927 -0.6105
C -0.622 0.861 5.352 -0.1934
C 1.622 7.354 -1.310 -0.0561
C 1.199 -3.456 7.335 -0.1842
C -0.814 9.343 -0.882 -0.1718
C 4.401 -4.225 -3.598 -0.6541
C 0.463 -2.242 -1.202 -0.0096
C -0.109 4.084 -4.603 -0.0367
C 2.581 -8.684 2.119 -0.0335
C -0.663 7.829 -0.567 -0.1242
C 0.464 -5.394 -5.030 -0.2050
C -1.076 0.566 1.007 -0.1656
C -0.166 -6.993 4.414 -0.6689
C -3.319 -3.118 -2.028 -0.5744
C -6.095 -1.717 2.071 -0.1363
C -3.145 6.875 -5.582 -0.1245
C -0.600 1.647 0.072 -0.1547
C 1.837 1.732 0.843 0.0123
C -3.046 -6.312 0.147 -0.1720
C -1.014 6.420 -4.390 -0.1592
C 2.938 -6.705 -0.944 -0.1606
C -3.389 0.141 -5.431 -0.2210
C 0.472 -1.064 -0.161 -0.4585
C 4.034 -7.476 -0.319 -0.1801
C 5.340 1.631 4.339 -0.5900
C -2.406 -5.645 1.312 -0.1951
C -4.136 -0.546 3.058 -0.0228
C 2.201 0.537 -4.880 -0.6200
C -1.339 4.971 -4.328 -0.4856
C 1.446 -1.420 0.970 -0.0144
C 8.321 0.631 0.412 -0.6145
C 0.559 -6.113 -1.181 -0.0151
C 1.669 -10.453 0.584 -0.0172
C 1.003 9.782 0.844 -0.5554
C 2.292 -8.991 0.642 -0.4835
C -8.175 2.264 -0.169 -0.6747
C 1.269 -2.621 6.017 -0.2005
C -1.979 0.230 -4.843 -0.2213
C -6.330 -3.615 5.828 -0.0360
C -5.616 -3.090 4.580 -0.4869
C -0.296 -4.254 -5.779 -0.2081
C 1.260 10.572 2.083 -0.0408
C -4.490 1.358 -1.567 -0.6083
C -6.269 -3.779 3.338 -0.1419
C 5.469 0.740 -2.373 -0.6154
C 6.862 -3.637 0.754 -0.6723
C -1.363 0.574 6.640 -0.1774
C -4.522 5.251 -4.360 -0.0280
C -3.206 -7.238 -4.471 -0.2345
C 1.482 5.354 3.975 -0.6737
C -1.831 4.593 -2.893 -0.0052
C -3.538 5.425 -5.484 -0.5443
C 1.176 2.498 -1.434 -0.0156
C 3.621 -8.947 -0.086 -0.1313
C -4.108 -3.509 4.677 -0.0083
C 0.742 7.397 -0.078 -0.4517
C 1.606 -6.658 -0.187 -0.4726
C -0.394 10.067 0.356 -0.1751
H 2.190 -11.126 1.294 0.0819
H 0.454 -6.806 -2.016 0.0893
H 4.428 -9.483 0.411 0.1173
H -0.051 -6.347 -5.237 0.1108
H -2.135 0.700 1.241 0.0880
H 1.717 5.496 0.454 0.0708
H -1.285 -3.997 -5.350 0.1051
H -7.732 0.427 0.735 0.0773
H 5.508 3.239 5.555 0.0855
H 2.163 9.727 -1.033 0.0492
H 0.788 -5.129 -1.580 0.0618
H -7.177 -1.579 2.029 0.1153
H 0.783 3.457 -1.105 0.0587
H 6.245 -4.043 -2.917 0.1023
H -4.017 -6.230 2.361 0.0622
H -2.671 3.112 -6.153 0.0975
H 9.208 2.048 -0.713 0.0971
H 3.134 4.288 3.509 0.0725
H 0.181 -4.953 4.238 0.1034
H 1.830 3.343 4.205 0.0796
H -2.627 6.881 -6.555 0.1276
H -1.339 -1.511 1.046 0.1222
H -3.931 -4.584 4.777 0.0862
H -0.202 3.059 -4.251 0.0618
H 0.368 10.558 2.703 0.0852
H 3.029 3.899 -4.455 0.0758
H 6.899 -1.624 0.123 0.0605
H 1.456 1.574 1.851 0.0668
H -4.052 0.263 2.313 0.0747
H 0.384 -7.706 1.631 0.0727
H 0.196 -1.957 -2.231 0.0793
H 1.499 -4.670 0.760 0.0650
H 3.885 -0.102 -3.942 0.0669
H 2.743 -5.618 1.520 0.0676
H 1.579 11.295 -0.549 0.0939
H 2.436 7.507 2.225 0.0607
H -1.358 -5.882 1.406 0.0838
H -1.871 -7.538 3.372 0.0700
H -3.967 -0.458 -4.704 0.0982
H -0.807 7.178 -1.438 0.0792
H -4.464 3.507 -1.441 0.0971
H -0.668 2.646 0.492 0.1103
H 1.333 -2.461 1.282 0.0741
H -1.181 10.021 1.112 0.1282
H 1.253 -0.839 1.894 0.0801
H 5.377 6.844 2.053 0.1178
H 1.152 6.522 -1.841 0.0681
H 0.353 -3.365 -5.713 0.1054
H -0.427 -0.888 -4.621 0.0681
H -5.290 2.267 -3.202 0.0914
H -4.926 4.159 -6.726 0.0820
H -3.474 -1.353 2.775 0.0677
H -0.820 0.351 7.566 0.1214
H 0.053 5.350 -0.199 0.0571
H -4.849 5.852 -7.210 0.0852
H 0.250 4.184 -5.633 0.0891
H -6.495 1.153 -0.171 0.0573
H -3.751 -0.033 3.958 0.0691
H 5.075 -0.605 2.643 0.0687
H 3.706 0.666 -1.348 0.0563
H 3.451 -9.459 -1.035 0.1151
H 5.022 -4.176 2.352 0.0647
H 0.637 -5.262 6.685 0.0473
H 0.844 -2.786 8.128 0.1060
H -1.447 -5.588 3.829 0.0730
H 7.157 1.317 -3.411 0.0959
H 1.474 8.185 -2.016 0.0740
H 4.036 5.978 -4.354 0.1053
H 2.500 -1.290 0.712 0.0727
H -3.527 -3.165 3.837 0.0488
H -4.368 -2.245 -0.452 0.0577
H -4.245 5.747 -3.440 0.0694
H 1.733 -10.965 -0.395 0.0804
H -2.049 -1.168 5.793 0.0551
H -7.471 0.313 3.543 0.0902
H 5.291 -2.022 1.654 0.0565
H -2.804 -7.378 0.216 0.1349
H -4.670 -1.000 5.663 0.0818
H -2.931 -1.365 -6.443 0.0590
H 2.176 -3.831 7.641 0.1144
H 4.845 2.826 1.906 0.0708
H 0.275 5.832 1.468 0.0636
H -0.277 -2.998 -0.919 0.0793
H 2.264 2.598 -1.524 0.0573
H 0.743 4.488 -4.056 0.0639
H -2.345 5.422 -2.407 0.0693
H 2.838 -6.983 -1.996 0.1229
H -2.291 -6.054 -3.179 0.0505
H -0.520 0.607 1.943 0.0953
H 3.000 10.541 0.252 0.0903
H -5.673 -1.165 1.216 0.1041
H -1.845 8.375 -4.586 0.1084
H 4.898 -7.372 -0.997 0.1244
H -2.349 -1.875 -3.310 0.0746
H -5.524 0.539 -3.213 0.1132
H -7.356 -3.261 5.876 0.0890
H -4.810 3.814 5.037 0.0977
H 5.394 -2.543 -2.922 0.0422
H -0.261 11.131 0.133 0.1181
H 3.914 6.323 1.347 0.0620
H -6.029 0.900 4.394 0.0703
H -0.183 9.663 -1.745 0.1127
H -2.474 -4.542 1.248 0.1151
H 6.281 3.439 4.028 0.0566
H 5.072 1.331 6.322 0.0827
H 2.851 -7.666 2.366 0.0675
H -6.368 -4.706 5.821 0.0875
H -0.424 -6.051 -0.726 0.0536
H 1.947 -0.333 -2.419 0.0542
H -3.687 -3.116 5.602 0.0740
H 3.459 -9.271 2.393 0.0892
H -1.984 0.542 -3.795 0.1198
H 1.449 -2.689 -1.185 0.0650
H 8.417 -4.467 1.674 0.1049
H -1.079 -8.819 4.270 0.0980
H -4.628 4.177 -4.159 0.0665
H 4.417 2.258 -1.451 0.0409
H 0.028 -0.010 5.242 0.1052
H 2.875 -2.952 4.882 0.0009
H -2.490 5.056 2.819 0.1206
H -2.678 7.369 -3.420 0.0955
H -2.705 -5.855 -0.782 0.0872
H -0.572 -3.917 -7.668 0.0858
H 1.109 -6.005 1.901 0.0457
H -2.691 -5.880 -6.030 0.0926
H -4.643 -3.286 1.995 0.0939
H 7.347 2.550 0.522 0.0812
H 4.744 -0.057 5.293 0.0717
H -0.514 6.726 -3.471 0.0883
H -6.117 -4.880 3.306 0.1265
H 1.818 -1.691 6.223 0.1095
H 1.760 -8.993 2.774 0.0783
H -3.335 -1.068 -2.122 0.0570
H -6.179 1.154 2.676 0.0660
H -2.446 4.022 4.852 0.1229
H -0.965 4.426 -2.270 0.0575
H -1.628 3.520 2.670 0.1052
H 3.503 2.658 -3.423 0.0559
H 7.096 1.473 1.845 0.0870
H -4.809 -6.658 -0.476 0.0816
H 3.852 3.808 0.917 0.0562
H -0.054 4.144 4.533 0.0669
H 9.604 0.384 -1.165 0.1031
H -4.094 -7.191 -3.805 0.1162
H -4.262 -6.630 -6.336 0.1149
H 0.628 -10.375 0.941 0.0715
H -1.451 7.635 0.174 0.1287
H -10.041 2.911 0.025 0.0971
H -0.367 6.722 -5.244 0.1390
H 1.420 11.621 1.856 0.0884
H 2.152 2.776 0.750 0.0456
H 4.636 6.528 -2.906 0.0968
H 8.647 -2.728 1.449 0.0807
H -4.489 -3.955 -0.500 0.0745
H 2.470 -3.816 -4.234 0.0778
H -3.548 2.558 -0.292 0.0642
H -9.862 1.225 0.399 0.0897
H -0.410 5.845 4.548 0.1121
H 0.255 -2.510 5.626 0.0952
H -1.569 -0.769 -0.555 0.1043
H -3.473 4.802 -7.589 0.0832
H -4.007 7.538 -5.615 0.1203
H -1.396 0.895 -5.476 0.0944
H 0.317 -5.257 -3.946 0.0926
H 2.463 1.316 -6.728 0.0923
H 2.757 1.143 0.731 0.0731
H -1.815 9.669 -1.216 0.1178
H -4.318 3.373 2.117 0.0694
H -1.366 0.896 4.542 0.1051
H -5.470 5.684 -4.634 0.0935
H -1.982 1.431 6.912 0.1116
H 4.210 -4.349 3.927 0.1028
H 4.208 0.921 -5.316 0.0986
H 3.237 -2.604 -3.263 0.0725
H 2.345 -6.056 -4.879 0.0665
H 0.704 2.271 -2.383 0.0712
H -3.723 -4.671 -4.234 0.0372
H -3.066 -8.250 -4.859 0.1175
H -5.796 -3.265 6.703 0.0764
H -1.239 1.717 -0.813 0.1213
H 0.813 1.453 -6.178 0.0874
H -7.362 -3.686 3.316 0.1287
H 4.353 -7.063 0.632 0.0985
H 3.319 -5.659 -0.906 0.1273
H 5.669 -2.694 -0.540 0.0872
H -2.498 3.739 -2.878 0.0632
H 6.429 2.558 -2.463 0.0762
H -3.820 1.127 -5.567 0.0980
H 2.126 10.229 2.645 0.0901
H 1.149 1.755 5.529 0.0731
H -6.183 -3.642 1.190 0.1186
H -3.044 2.498 4.252 0.1038
H 2.691 7.247 -1.114 0.0825
```

Output
- 2S+1 = 1
- LUMO (eV) = -0.3
- HOMO level (eV) = -7.9
- gap between HOMO and LUMO (eV) = 7.550



Which formula does entry 1 have? C9H16N2O